# 1
{
  "formula": "C5H8",
  "method": "ωB97M-V with the def2-TZVPD basis set",
  "s_squared": 0.7603,
  "homo_ev": [-1.00, -0.91],
  "gap_ev": [5.6, 5.5],
  "spin_multiplicity": 2,
  "charge": -1,
  "elements": ["C", "C", "C", "C", "C", "H", "H", "H", "H", "H", "H", "H", "H"],
  "xyz": [[0.3753, 1.1050, -1.2193], [-0.2331, -1.2953, -0.6832], [0.7995, -0.2134, 1.4456], [-0.3948, 0.5847, 1.1936], [0.2494, 0.1762, -0.1380], [1.3057, 1.0057, -1.7755], [-0.3494, 1.8911, -1.3719], [-0.4271, 1.6786, 1.1971], [-1.2000, -1.0738, -1.1272], [1.0033, -0.5900, 2.4502], [-0.2150, -1.9807, 0.1625], [0.4876, -1.4526, -1.4795], [-1.4015, 0.1645, 1.3456]],
  "forces_ev_per_a": [[1.6, -0.4, 0.5], [1.0, 2.6, 1.0], [0.2, 1.6, 0.0], [-1.2, -0.3, -1.8], [-2.1, -2.2, 0.3], [-0.4, 0.3, -0.6], [0.4, 0.5, 0.4], [0.3, -0.1, 0.6], [-0.2, -0.4, 0.0], [0.5, -0.4, -0.4], [-0.1, -0.6, -0.3], [0.0, -0.7, 0.0], [0.1, 0.0, 0.4]],
  "lowdin_charge": [-0.166, -0.122, -0.056, -0.290, -0.548, -0.039, -0.044, 0.076, 0.039, 0.003, 0.032, 0.037, 0.078]
}


# 2
{
  "formula": "C5H8",
  "method": "ωB97M-V with the def2-TZVPD basis set",
  "homo_ev": -8.71,
  "gap_ev": 9.8,
  "spin_multiplicity": 1,
  "smiles": "C=C/C=C\\C",
  "charge": 0,
  "elements": ["C", "C", "C", "C", "C", "H", "H", "H", "H", "H", "H", "H", "H"],
  "xyz": [[-0.3847, -1.0233, 0.8900], [1.0509, -1.4330, 1.1115], [-0.7967, -0.0502, 0.0806], [0.1227, 0.8640, -0.6645], [-0.2463, 1.7480, -1.5742], [-1.8787, 0.2381, 0.0592], [1.3660, -0.7585, 2.1298], [1.2214, 0.7459, -0.4275], [1.0858, -2.6132, 1.4385], [1.7667, -1.0673, 0.0805], [0.3540, 2.4586, -2.0825], [-1.2927, 1.9093, -1.8169], [-1.0975, -1.5456, 1.5584]],
  "forces_ev_per_a": [[0.1, -0.5, 0.5], [1.7, 0.6, 0.6], [-0.5, 1.2, -0.2], [1.2, -1.2, 0.6], [-1.4, 0.3, 0.1], [1.0, -0.4, -0.1], [-0.3, -2.0, -2.8], [-1.4, 0.3, -0.3], [0.4, 3.1, -1.2], [-1.9, -1.6, 3.6], [1.1, 0.2, -0.2], [-0.2, -0.3, 0.1], [0.2, 0.4, -0.7]],
  "lowdin_charge": [-0.249, -0.157, -0.153, -0.196, -0.010, 0.114, 0.127, 0.094, 0.103, 0.132, 0.039, 0.056, 0.100]
}